No. 1
Molecular formula: C4H13N3
Method: DFT, ωB97M-V with the def2-TZVPD basis set

```
20
Properties=species:S:1:pos:R:3:forces:R:3
N -0.047 -0.221 1.076 -3.98 -2.92 -0.03
N 0.178 -0.274 -1.742 -1.26 1.80 1.69
N 0.203 -1.472 0.252 1.78 0.49 3.64
C -0.501 -1.396 -0.966 1.97 3.12 -2.62
C 0.028 1.027 -1.528 -0.18 -1.29 0.01
C 1.000 0.139 1.993 -0.24 1.21 1.14
C -0.983 1.615 -0.631 0.82 2.17 -0.89
H 0.761 1.697 -2.051 -0.83 -0.67 0.34
H 0.963 -0.521 -2.290 0.84 -0.61 -1.01
H -1.460 -1.073 -0.687 -1.68 -0.13 -0.35
H -1.658 0.997 -0.091 -0.51 -0.52 -0.18
H 1.508 -0.635 2.642 -0.81 0.78 -0.63
H -1.507 2.428 -1.198 0.28 -0.58 0.32
H 1.688 0.758 1.411 0.48 -0.34 0.28
H 1.204 -1.304 0.339 0.72 -1.31 -1.44
H -0.999 -0.505 1.499 2.03 1.09 -0.05
H -0.387 2.178 0.128 -0.33 -0.14 -0.48
H -0.032 -2.355 0.726 0.19 0.08 0.33
H 0.394 0.909 2.568 1.19 -0.94 0.14
H -0.366 -2.228 -1.606 -0.48 -1.30 -0.20
```
Forces are in eV/Å.

The orbital gap comes out at 10.544 eV. As for the SMILES: C/C=[NH+]\C[NH2+]NC. The net charge is +2. Its HOMO energy is -19.51 eV. As for the spin multiplicity: 1. The LUMO energy comes out at -9.0 eV.

Here are the Mulliken charges for atoms 1 to 6, given in e: N -0.465; N -0.061; N -0.039; C -0.693; C 0.263; C -0.895


No. 2
Molecular formula: H10O5
Method: DFT, ωB97M-V with the def2-TZVPD basis set

```
15
Properties=species:S:1:pos:R:3:forces:R:3
O -4.464 -1.119 -0.152 0.57 0.07 -0.10
O 4.569 0.077 0.364 1.51 1.31 1.11
O -2.033 0.407 0.577 1.65 0.99 0.96
O 1.917 -2.513 -0.442 -0.87 -1.33 1.49
O 0.036 2.949 -0.567 -0.27 -1.30 0.90
H 1.697 -3.249 0.228 0.45 1.84 -1.62
H 0.974 3.076 -0.373 -0.19 -0.02 -0.03
H 1.096 -1.997 -0.531 0.39 -0.45 0.10
H -2.569 1.181 0.480 -1.47 0.50 -0.72
H 3.740 0.048 -0.087 -0.79 0.24 -0.37
H -0.208 2.110 -0.087 0.51 1.32 -0.99
H 4.772 1.008 0.662 -0.69 -1.61 -0.73
H -4.861 -0.538 0.506 0.19 -0.09 -0.04
H -3.500 -0.953 -0.117 -0.81 -0.05 0.16
H -1.339 0.904 1.074 -0.17 -1.42 -0.12
```
Forces are in eV/Å.

The orbital gap comes out at 11.117 eV. As for the SMILES: O.O.O.O.O. Its HOMO energy is -11.33 eV. As for the spin multiplicity: 1. The LUMO energy comes out at -0.2 eV.

Here are the Mulliken charges for atoms 1 to 6, given in e: O -0.639; O -0.631; O -0.652; O -0.643; O -0.596; H 0.329


No. 3
Molecular formula: C18H41N2P3PdS2
Method: DFT, ωB97M-V with the def2-TZVPD basis set

```
67
Properties=species:S:1:pos:R:3:forces:R:3
Pd -0.021 0.362 0.035 0.34 -0.87 0.57
S -1.398 0.308 -2.100 1.34 1.86 1.13
S 1.340 3.109 1.131 -0.17 -0.40 -0.88
P -1.921 0.433 1.365 -0.55 0.21 0.52
P 1.982 -0.035 -1.108 0.96 -0.09 -0.21
P 1.285 -0.010 2.124 0.14 -0.95 1.02
N 0.966 5.331 2.480 0.60 -1.38 -0.92
N 2.581 3.970 3.366 -0.80 -0.15 -1.44
C 3.111 0.175 2.376 0.08 0.30 -0.50
C -1.762 -2.353 -2.128 -0.29 -0.35 -0.70
C 1.680 4.199 2.380 0.61 2.32 3.37
C -3.673 -0.282 -3.448 -0.38 1.97 0.22
C -0.775 -1.282 -4.191 0.19 0.17 0.27
C -0.489 -2.507 -4.779 0.43 -0.27 0.25
C 3.378 1.088 -0.715 -0.22 0.28 0.00
C -2.180 -0.839 2.651 0.02 -0.20 -0.16
C 0.791 0.744 3.738 -0.24 0.24 -0.41
C -0.628 -3.644 -3.950 0.43 -0.06 -1.43
C -4.006 -1.612 -3.437 -0.96 -1.75 -0.43
C -3.511 0.332 0.497 -0.18 0.04 -0.14
C 1.968 0.033 -2.926 -0.22 0.03 -0.27
C 1.112 -1.799 2.519 -0.16 0.09 -0.29
C 2.641 -1.705 -0.745 -0.16 0.15 -0.12
C -1.980 2.024 2.235 -0.12 0.15 -0.01
C -1.073 -1.186 -2.804 -1.99 -0.28 -0.41
C -1.026 -3.548 -2.633 -0.95 -0.71 1.50
H -4.665 -2.084 -2.688 0.18 0.49 -0.31
H 0.814 1.834 3.665 -0.08 -0.11 0.19
H 3.232 3.205 3.305 0.07 -0.04 -0.03
H 4.098 0.580 -0.066 -0.07 0.17 -0.26
H -4.309 0.281 1.247 0.07 0.09 -0.19
H 3.490 -1.891 -1.415 -0.11 -0.02 0.13
H 3.678 -0.559 1.793 -0.09 0.25 0.14
H -2.873 -2.311 -2.564 1.93 -0.72 0.88
H 2.778 4.677 4.067 -0.08 -0.09 0.02
H -2.604 1.935 3.130 0.06 0.15 -0.11
H -3.252 -0.871 2.876 0.19 0.05 0.03
H 2.973 0.332 -3.270 -0.49 -0.25 0.01
H 0.352 5.541 1.709 -0.33 0.36 0.16
H -3.373 0.131 -4.421 0.11 0.12 0.63
H 1.190 6.050 3.156 0.01 0.22 -0.07
H 1.860 -2.450 -0.933 0.20 0.03 0.05
H -0.410 -4.608 -4.412 0.17 0.00 0.42
H -0.202 0.423 4.057 0.25 0.23 -0.02
H 1.228 0.777 -3.246 0.31 -0.07 -0.09
H -0.978 2.374 2.496 -0.30 -0.18 0.09
H 1.525 0.437 4.491 -0.20 -0.05 -0.19
H -3.756 -2.275 -4.297 -0.29 0.68 0.54
H 1.698 -0.941 -3.361 0.20 0.31 0.18
H -3.560 -0.562 -0.132 0.02 0.06 0.19
H 0.064 -2.051 2.706 0.36 0.01 -0.03
H 1.701 -2.029 3.419 -0.12 0.11 -0.24
H -3.932 0.423 -2.608 0.02 -0.95 -1.24
H 2.983 -1.786 0.292 -0.08 -0.04 -0.33
H -0.779 -0.388 -4.809 0.28 0.11 0.21
H -1.963 -2.263 -1.031 0.70 -0.15 -0.89
H -1.641 -0.626 3.574 -0.13 -0.12 -0.17
H -1.885 -1.824 2.279 -0.15 0.09 0.09
H 3.443 1.183 2.097 0.04 -0.30 0.02
H 3.020 2.003 -0.219 0.41 -0.48 -0.35
H -0.012 -2.531 -5.759 -0.58 -0.30 0.08
H -0.915 -4.388 -1.942 0.09 0.04 -0.43
H 3.337 0.012 3.441 -0.25 -0.06 -0.39
H 1.478 -2.401 1.680 -0.10 0.05 0.27
H -2.411 2.763 1.556 -0.07 0.01 0.10
H -3.666 1.209 -0.134 0.02 -0.01 0.05
H 3.852 1.362 -1.664 0.08 -0.01 0.34
```
Forces are in eV/Å.

The orbital gap (spin up / spin down) comes out at 6.764 / 4.840 eV. The net charge is +4. Its HOMO energy (spin up / spin down) is -18.79 / -20.02 eV. As for the spin multiplicity: 5. The LUMO energy (spin up / spin down) comes out at -12.0 / -15.2 eV.

Here are the Mulliken charges for atoms 1 to 6, given in e: Pd -0.633; S 0.022; S 0.030; P 1.198; P 1.132; P 0.379


No. 4
Molecular formula: C17H15NO4S
Method: DFT, ωB97M-V with the def2-TZVPD basis set

```
38
Properties=species:S:1:pos:R:3:forces:R:3
S -3.136 2.885 -4.345 0.85 -0.74 1.96
O 2.784 -0.682 3.427 -0.35 0.90 0.10
O 1.105 0.293 4.817 3.45 -0.71 -2.16
O 0.226 2.306 0.988 -2.61 1.23 -2.35
O 0.208 0.056 -2.331 -0.39 -0.26 -1.94
N -3.062 2.892 -1.715 0.99 -0.41 -1.71
C 2.198 -0.396 2.202 -1.80 1.97 -0.17
C 0.867 1.141 0.911 0.64 -0.54 0.00
C 2.864 -2.673 1.213 -1.35 0.92 -2.05
C 2.107 -1.346 1.185 0.30 -0.47 -2.02
C -5.085 3.876 -2.378 -0.56 -0.27 -2.46
C -0.886 1.754 -1.130 -0.28 2.44 0.66
C 1.538 -0.953 -0.063 -0.92 0.92 0.04
C 2.265 -0.098 4.578 -3.20 -0.55 2.11
C -1.834 2.289 -2.116 -2.46 -0.39 -2.10
C -0.718 2.515 -0.035 -0.77 1.89 3.01
C 3.146 -0.395 5.747 -0.71 -0.10 2.05
C -3.803 3.223 -2.768 1.28 -0.58 2.37
C 0.827 0.300 -0.181 1.25 -1.44 1.70
C 0.052 0.700 -1.321 0.66 -1.67 -0.64
C 4.277 -2.445 0.818 1.61 -1.42 0.66
C 1.596 0.878 2.019 2.08 -0.81 2.29
C -1.775 2.131 -3.487 1.86 0.09 -0.31
H 4.116 0.042 5.836 0.34 1.41 -0.11
H 3.512 -1.373 5.644 0.01 -1.93 -0.39
H 4.877 -3.305 1.235 -0.15 0.98 -0.65
H 4.629 -1.524 1.202 0.70 0.84 0.74
H 2.774 -3.162 2.135 -0.14 -0.67 1.40
H -4.869 4.951 -2.505 -0.84 -0.26 0.29
H 2.484 -3.321 0.405 -0.52 0.08 0.70
H -1.431 3.390 0.317 1.72 -1.85 -1.26
H -0.849 1.730 -4.015 -1.73 0.50 0.59
H 1.542 -1.588 -1.003 0.04 0.60 1.56
H -5.270 3.567 -1.359 -0.23 0.30 0.10
H 1.728 1.714 2.757 -0.35 -1.22 -0.64
H -5.901 3.505 -3.087 0.79 0.89 1.08
H 4.428 -2.367 -0.247 -0.12 -0.23 -0.44
H 2.578 -0.401 6.760 0.90 0.52 -2.02
```
Forces are in eV/Å.

The orbital gap comes out at 8.509 eV. As for the SMILES: CCc1cc2c(=O)c(-c3csc(C)n3)coc2cc1OC(C)=O. Its HOMO energy is -8.50 eV. As for the spin multiplicity: 1. The LUMO energy comes out at 0.0 eV.

Here are the Mulliken charges for atoms 1 to 6, given in e: S -0.189; O -0.391; O -0.524; O -0.448; O -0.694; N -0.492


Sequential relative energy (zero: lowest compared OMol25 entry of this formula, charge and spin) output: 4.815 1.754 0.368 1.864 eV